Run one
This record from OMol25 describes 2 unconnected molecules or ions with the total composition C4H6O4. The level of theory is ωB97M-V/def2-TZVPD.

Calculated values
Kohn-Sham gap in eV: 5.579
HOMO level in eV: -8.73
LUMO in Eh: -0.1160

Structure (ORCA input):
```
! wB97M-V def2-TZVPD RIJCOSX def2/J DEFGRID3
* xyz 0 1
O -2.2505 -0.5035 -0.2050
C -1.8761 -1.1689 0.8069
O -1.4132 -2.3155 0.8230
C 1.7634 0.3435 -0.7383
C 0.7269 -0.4554 -0.2311
C 0.3801 1.2262 0.0480
O 0.5695 1.4377 1.1969
O -0.2713 1.7397 -0.8970
H -1.7545 -0.5839 1.7553
H 2.7359 0.1210 -0.3042
H 1.7440 0.8009 -1.7159
H 0.1457 -0.8994 -1.0422
H 0.5509 -0.9165 0.7337
H -1.0508 1.1741 -0.2299
*
```

Atomic partial charges in e from the natural (NBO) method, atoms 1 to 5: -0.79, 0.61, -0.72, -0.23, -0.30


Run two
This record from OMol25 describes a molecular structure, C4H6O4. The level of theory is ωB97M-V/def2-TZVPD.

Calculated values
Kohn-Sham gap (spin up / spin down) in eV: 7.091 / 7.090
HOMO level (spin up / spin down) in eV: -7.89 / -7.89
LUMO (spin up / spin down) in Eh: -0.0295 / -0.0295

Structure (ORCA input):
```
! wB97M-V def2-TZVPD RIJCOSX def2/J DEFGRID3
* xyz 0 1
C 2.2490 -0.1986 -0.3111
C 0.0132 -0.8566 1.0131
C -1.5112 1.0157 -0.0865
C -0.2570 0.4587 0.5379
O 0.8595 -0.4331 -0.5055
O -0.8158 -1.8669 0.7818
O -2.4318 0.0606 -0.3668
O -1.6431 2.1718 -0.3897
H -1.5054 -1.6741 0.1180
H -3.1831 0.4777 -0.8200
H 0.4024 1.2583 0.8581
H 2.6678 -0.9705 0.3406
H 2.4466 0.7829 0.1341
H 2.7089 -0.2259 -1.3039
*
```

Atomic partial charges in e from the natural (NBO) method, atoms 1 to 5: -0.25, 0.17, 0.72, -0.05, -0.48


Run three
This record from OMol25 describes C4H6O4 in the gas phase. The level of theory is ωB97M-V/def2-TZVPD.

Calculated values
Structure (SMILES): COC(=O)C1(C)OO1
Kohn-Sham gap in eV: 11.245
HOMO level in eV: -10.45
LUMO in Eh: 0.0291

Structure (ORCA input):
```
! wB97M-V def2-TZVPD RIJCOSX def2/J DEFGRID3
* xyz 0 1
C 0.1030 -0.0626 -0.2468
C -1.5541 -0.2053 -0.1953
C -2.2080 1.1344 0.0260
C 1.9789 -1.5122 -0.2848
O 0.6950 0.9395 -0.5578
O -2.0916 -1.2746 0.4977
O -2.0678 -1.2639 -0.9492
O 0.5692 -1.2398 -0.0480
H -1.5163 1.7642 -0.5496
H -2.0834 1.3140 1.1698
H -3.2287 0.9929 -0.4591
H 2.0637 -2.6765 -0.2708
H 2.6868 -1.1565 0.6299
H 2.2029 -0.9349 -1.0996
*
```

Atomic partial charges in e from the natural (NBO) method, atoms 1 to 5: 0.76, 0.40, -0.68, -0.27, -0.59


It comes down to run three, which is 0.142 eV more stable than the next structure.